Entry from OMol25: a cluster of 2 separate species, C3H10N2O2 in total (ωB97M-V/def2-TZVPD).

Structure (ORCA input):
```
! RIJCOSX wB97M-V def2-TZVPD def2/J DEFGRID3
* xyz 1 2
C -1.587 1.414 0.278
N -1.388 0.319 -0.511
C -2.443 -0.651 -0.739
O -2.646 1.659 0.825
H -0.712 2.067 0.375
H -0.399 0.103 -0.745
H -2.908 -0.968 0.194
H -2.004 -1.495 -1.264
H -3.202 -0.191 -1.382
N 2.265 -0.239 1.498
C 2.452 0.073 0.108
O 1.341 -0.315 -0.758
H 1.307 -0.044 1.770
H 2.437 -1.221 1.687
H 2.583 1.139 -0.042
H 3.348 -0.449 -0.226
H 1.556 -1.202 -1.069
*
```

Values from the calculation:
LUMO (spin up / spin down): -0.143 / -0.336 hartree
Gap between HOMO and LUMO (spin up / spin down): 9.83 / 4.59 eV
Highest occupied orbital energy (spin up / spin down): -13.7230 / -13.7201 eV

These are the Mulliken partial charges, in e, on atoms 1 to 8: 0.07, 0.26, -0.73, -0.31, 0.41, 0.36, 0.35, 0.35

---

Entry from OMol25: a cluster of 2 separate species, C3H10N2O2S in total (ωB97M-V/def2-TZVPD).

Structure (ORCA input):
```
! RIJCOSX wB97M-V def2-TZVPD def2/J DEFGRID3
* xyz 1 2
N 0.234 0.161 1.476
C 0.581 0.486 0.114
C 0.137 -0.673 -0.818
S 1.366 -1.918 -1.099
C -0.261 1.739 -0.326
N 0.341 2.556 -1.214
O -1.306 1.925 0.227
H -0.444 0.796 1.887
H 1.673 -2.377 0.128
H 1.079 0.087 2.051
H 1.642 0.716 0.095
H -0.050 -0.310 -1.823
H -0.798 -1.169 -0.582
H 1.082 2.154 -1.784
H -0.261 3.215 -1.679
H -2.566 -1.239 2.862
H -1.901 -0.860 1.616
O -2.291 -1.642 2.022
*
```

Values from the calculation:
LUMO (spin up / spin down): -0.119 / -0.332 hartree
Gap between HOMO and LUMO (spin up / spin down): 11.20 / 4.88 eV
Highest occupied orbital energy (spin up / spin down): -14.4478 / -13.9152 eV

These are the Mulliken partial charges, in e, on atoms 1 to 8: -0.44, -0.11, -0.55, 0.04, 0.31, -0.39, -0.52, 0.29

---

Entry from OMol25: a cluster of 2 separate species, C3H10N2O3 in total (ωB97M-V/def2-TZVPD).

Structure (ORCA input):
```
! RIJCOSX wB97M-V def2-TZVPD def2/J DEFGRID3
* xyz 0 1
N 0.942 0.906 -2.204
C 0.240 0.316 -1.173
O -0.749 -0.328 -1.334
C 0.991 0.452 0.272
N 1.175 1.963 0.423
C 0.090 -0.290 1.297
O 0.918 -1.348 1.829
H 0.584 0.589 -3.155
H 1.450 1.768 -2.207
H 2.008 -0.045 0.322
H 0.162 2.393 0.462
H 1.538 2.134 1.381
H -0.824 -0.689 1.035
H -0.087 0.253 2.269
H 0.970 -2.123 1.226
O -2.990 -1.431 0.579
H -2.999 -0.536 0.394
H -2.982 -1.837 -0.228
*
```

Values from the calculation:
LUMO: 0.028 hartree
Gap between HOMO and LUMO: 10.36 eV
Highest occupied orbital energy: -9.6044 eV
Structure (SMILES): NC(=O)[C@@H](N)CO.O

These are the Mulliken partial charges, in e, on atoms 1 to 8: -0.42, 0.31, -0.53, 0.23, -0.77, -0.39, -0.59, 0.26

---

Calculated energy above the lowest of the compared OMol25 structures with the same formula, charge and spin (kcal/mol), listed in the same order as above: 43.0 27.6 40.9